Run A
The following is a quantum chemistry calculation of 2 unconnected molecules or ions with the total composition C6H10O3, from OMol25.

The geometry in XYZ format:
```
19
C6H10O3 | OMol25 | ωB97M-V with the def2-TZVPD basis set
C 0.579 1.778 -1.879
C 0.501 0.694 -1.143
C 1.076 -0.051 -0.155
C 0.367 -0.376 1.035
C 1.054 -1.157 2.134
O -0.464 0.672 1.498
H -0.168 2.001 -2.631
H 1.352 2.520 -1.716
H 1.868 -0.743 -0.430
H -0.447 -1.097 0.352
H 1.680 -1.946 1.717
H 0.319 -1.621 2.796
H 1.680 -0.496 2.737
H -1.073 0.306 2.150
O -1.394 -1.273 -0.635
C -1.323 -0.325 -1.477
O -2.185 0.734 -1.385
H -1.103 -0.536 -2.525
H -2.318 0.917 -0.441
```

Its net charge is 0. The value obtained for the LUMO energy is 0.007 hartree. Its spin multiplicity is 1. The molar mass comes out at 130.14 Da. As for the HOMO energy: -8.93 eV. As for the structure (SMILES): C=C=C[C@@H](C)O.O=CO.

=====

Run B
The following is a quantum chemistry calculation of 3 unconnected molecules or ions with the total composition C6H10O3, from OMol25.

The geometry in XYZ format:
```
19
C6H10O3 | OMol25 | ωB97M-V with the def2-TZVPD basis set
C -0.375 2.486 2.094
C 0.050 1.570 0.975
O 0.985 0.797 1.056
O -0.548 1.876 -0.171
H -1.452 2.640 2.063
H -0.054 2.086 3.059
H 0.102 3.458 1.941
H -0.244 1.283 -0.903
C 1.511 -2.155 -2.027
C 0.910 -0.953 -1.380
O 0.360 -0.057 -1.971
H 2.595 -2.115 -1.869
H 1.139 -3.059 -1.545
H 1.305 -2.175 -3.100
H 1.075 -0.852 -0.277
C -1.915 -0.764 0.907
C -1.648 -1.617 0.120
H -2.225 -0.113 1.682
H -1.572 -2.336 -0.656
```

Its net charge is 0. The value obtained for the LUMO energy is 0.035 hartree. Its spin multiplicity is 1. The molar mass comes out at 130.14 Da. As for the HOMO energy: -10.00 eV. As for the structure (SMILES): CC(=O)O.CC=O.C#C.

=====

Stability verdict: run B, ahead by 1.521 eV